Computed, not measured: a molecular structure, C29H80N3O7PSi3, with the ωB97M-V functional and the def2-TZVPD basis.

Frontier orbital gap, eV: 8.221

Geometry as ORCA input:
```
! wB97M-V def2-TZVPD RIJCOSX def2/J DEFGRID3
* xyz 0 1
C 2.977 -2.817 1.716
Si 1.509 -2.622 2.918
C 0.155 -3.849 2.370
C 2.004 -3.139 4.709
Si 0.737 -0.479 3.072
C 2.043 0.648 3.872
C 3.523 0.378 3.397
C 4.513 1.417 4.011
C 5.997 1.111 3.626
C 6.365 1.577 2.190
N 6.122 0.491 1.190
O 0.048 0.097 1.610
Si 0.884 1.379 0.856
C 0.325 1.372 -0.984
N 1.060 0.380 -1.809
P 0.231 3.386 1.637
N -0.904 3.152 2.980
O 1.584 4.196 2.295
H 3.649 -1.949 1.644
H 3.607 -3.675 2.043
H 2.603 -3.106 0.711
H 0.464 -4.891 2.589
H -0.787 -3.648 2.915
H -0.016 -3.791 1.280
H 1.068 -3.434 5.226
H 2.741 -3.956 4.692
H 2.362 -2.220 5.210
H -0.381 -0.564 4.050
H 1.800 1.733 3.856
H 2.052 0.381 4.953
H 3.800 -0.595 3.854
H 3.617 0.299 2.305
H 4.446 1.327 5.111
H 4.266 2.429 3.643
H 6.259 0.055 3.817
H 6.616 1.719 4.320
H 5.825 2.505 1.912
H 7.458 1.754 2.171
H 6.844 0.544 0.480
H 5.267 0.747 0.704
H 2.348 1.248 0.824
H 0.494 2.397 -1.369
H -0.775 1.211 -1.008
H 1.917 0.783 -2.157
H 1.212 -0.493 -1.327
H -1.527 2.405 2.677
H -0.354 2.875 3.792
H 2.379 3.678 2.148
C 7.598 -6.474 1.541
C 6.875 -6.582 2.872
O 5.543 -6.102 2.833
C 4.663 -6.780 1.954
C 4.472 -8.246 2.298
H 7.522 -5.460 1.144
H 8.652 -6.732 1.659
H 7.172 -7.150 0.796
H 7.394 -5.967 3.609
H 6.899 -7.610 3.250
H 4.992 -6.659 0.916
H 3.702 -6.269 2.036
H 5.386 -8.820 2.132
H 3.688 -8.683 1.677
H 4.198 -8.362 3.348
C -2.436 4.360 -5.130
C -1.819 3.337 -6.068
O -0.524 2.923 -5.674
C -0.444 2.279 -4.414
C -1.246 0.992 -4.344
H -1.751 5.195 -4.968
H -3.370 4.742 -5.544
H -2.659 3.925 -4.154
H -1.707 3.788 -7.056
H -2.477 2.470 -6.193
H -0.736 2.969 -3.614
H 0.610 2.045 -4.254
H -2.319 1.187 -4.398
H -1.046 0.474 -3.406
H -0.990 0.333 -5.176
C -5.076 5.744 -0.004
C -4.647 5.752 -1.461
O -5.125 4.640 -2.198
C -6.532 4.515 -2.299
C -7.197 5.683 -3.006
H -4.833 4.788 0.463
H -4.574 6.543 0.544
H -6.152 5.895 0.099
H -3.558 5.698 -1.510
H -4.936 6.688 -1.951
H -6.974 4.352 -1.310
H -6.712 3.605 -2.874
H -7.130 6.600 -2.416
H -8.254 5.473 -3.176
H -6.716 5.876 -3.967
C -4.924 2.796 -12.178
C -5.536 2.936 -10.795
O -4.677 2.512 -9.751
C -3.461 3.227 -9.620
C -3.655 4.701 -9.309
H -4.539 1.786 -12.327
H -5.669 3.008 -12.946
H -4.092 3.488 -12.321
H -6.420 2.300 -10.732
H -5.876 3.962 -10.618
H -2.839 3.091 -10.512
H -2.923 2.759 -8.794
H -4.099 5.234 -10.152
H -2.696 5.172 -9.086
H -4.320 4.829 -8.453
C -2.874 -3.090 7.435
C -2.245 -4.115 6.509
O -0.979 -4.575 6.949
C -0.956 -5.244 8.197
C -1.789 -6.514 8.221
H -2.175 -2.278 7.642
H -3.777 -2.675 6.985
H -3.154 -3.533 8.393
H -2.074 -3.654 5.534
H -2.920 -4.960 6.340
H -1.256 -4.563 9.002
H 0.088 -5.502 8.380
H -2.856 -6.295 8.142
H -1.629 -7.055 9.154
H -1.525 -7.162 7.384
*
```

=====

Computed, not measured: 8 unconnected molecules or ions with the total composition C29H81N9O8, with the ωB97M-V functional and the def2-TZVPD basis.

Frontier orbital gap (spin up / spin down), eV: 2.079 / 9.030
ΔE to the lowest compared entry with this formula, charge and spin, kcal/mol: 34.23
⟨S²⟩: 0.751

Geometry as ORCA input:
```
! wB97M-V def2-TZVPD RIJCOSX def2/J DEFGRID3
* xyz -1 2
C 0.312 -0.824 -0.329
O -0.666 -0.473 0.356
N 1.071 -1.899 -0.055
N 0.867 -0.287 -1.339
H 0.653 -2.348 0.747
H 1.719 -2.195 -0.771
H 1.641 -0.749 -1.794
H 0.563 0.626 -1.645
C 1.146 3.049 -6.863
C -0.344 3.417 -6.645
C -0.839 2.624 -5.282
O -0.977 1.250 -5.797
C -0.693 0.520 -4.589
N -0.604 4.813 -6.602
H 1.482 3.437 -7.824
H 1.269 1.966 -6.868
H 1.719 3.564 -6.091
H -1.017 3.112 -7.447
H -1.661 3.013 -4.681
H -0.124 2.802 -4.480
H -0.821 -0.514 -4.907
H -1.454 0.607 -3.813
H 0.327 0.496 -4.205
H -1.609 4.907 -6.579
H -0.449 5.294 -7.476
C 4.429 -3.134 3.516
C 3.210 -3.902 2.955
C 3.040 -5.343 3.490
O 2.013 -6.048 2.750
C 1.603 -7.301 3.342
N 2.060 -3.084 3.171
H 4.447 -2.084 3.223
H 5.319 -3.592 3.085
H 4.421 -3.185 4.605
H 3.252 -3.858 1.867
H 2.847 -5.435 4.559
H 4.014 -5.779 3.267
H 0.797 -7.663 2.702
H 1.188 -7.364 4.348
H 2.324 -8.111 3.231
H 2.218 -2.828 4.135
H 1.309 -3.758 3.187
C 3.488 1.634 -3.825
C 4.421 0.488 -3.398
C 3.943 -0.886 -3.925
O 2.613 -1.013 -3.443
C 1.979 -2.120 -4.078
N 5.785 0.833 -3.737
H 3.417 2.381 -3.034
H 2.450 1.381 -4.043
H 3.868 2.064 -4.751
H 4.303 0.406 -2.318
H 4.557 -1.723 -3.590
H 4.118 -0.861 -5.000
H 0.903 -2.140 -3.905
H 2.318 -3.059 -3.641
H 2.150 -2.264 -5.145
H 5.927 1.816 -3.553
H 6.220 0.406 -2.932
C -2.404 0.477 3.968
C -0.899 0.599 4.216
C -0.241 -0.608 4.839
O -0.834 -0.933 6.133
C -0.413 -0.020 7.104
N -0.276 0.780 2.906
H -2.821 1.470 4.137
H -2.946 -0.091 4.725
H -2.799 0.114 3.019
H -0.757 1.551 4.727
H 0.847 -0.613 4.784
H -0.479 -1.451 4.190
H -0.774 1.006 7.038
H 0.668 -0.084 7.227
H -0.819 -0.394 8.044
H -0.535 0.080 2.225
H 0.719 0.889 3.040
C -1.639 -4.413 2.986
C -2.270 -3.664 1.829
C -3.375 -4.484 1.101
O -3.922 -3.775 -0.017
C -3.137 -3.692 -1.239
N -2.773 -2.263 2.112
H -0.662 -3.969 3.173
H -1.733 -5.454 2.677
H -2.255 -4.533 3.877
H -1.504 -3.582 1.058
H -4.194 -4.584 1.813
H -3.119 -5.468 0.708
H -3.210 -4.650 -1.755
H -2.085 -3.451 -1.085
H -3.510 -2.959 -1.955
H -2.232 -1.495 1.742
H -3.652 -2.258 1.614
C 2.012 2.383 0.156
C 0.674 3.172 0.002
C 0.942 4.535 -0.715
O -0.143 5.399 -0.657
C -0.316 6.038 0.569
N -0.212 2.328 -0.826
H 2.641 2.102 -0.689
H 1.787 1.409 0.589
H 2.600 2.937 0.889
H 0.245 3.427 0.971
H 1.230 4.478 -1.765
H 1.760 5.050 -0.212
H -0.803 7.003 0.426
H 0.585 6.133 1.175
H -0.983 5.430 1.179
H -1.081 2.768 -1.093
H -0.506 1.442 -0.441
C -4.093 4.445 1.634
C -3.485 2.963 1.664
C -3.427 2.312 0.287
O -4.706 2.111 -0.396
C -4.691 0.948 -1.156
N -2.133 3.056 2.281
H -5.138 4.373 1.334
H -3.593 5.265 1.117
H -4.259 4.844 2.634
H -4.183 2.340 2.223
H -2.917 1.355 0.398
H -2.928 3.042 -0.350
H -4.664 -0.026 -0.668
H -3.848 1.042 -1.840
H -5.585 1.053 -1.771
H -1.530 3.528 1.623
H -1.684 2.153 2.332
*
```